Record 1
{"formula": "C27H44N3P3RuSe", "method": "ωB97M-V with the def2-TZVPD basis set", "lumo_energy_ev": [-10.3, -12.3], "total_charge": 3, "max_force_ev_per_a": 6.3, "s2": 8.78, "multiplicity": 6, "de_lowest_kcal_mol": 61.0, "e_tot_ev": -128945.78552, "species": ["Ru", "P", "P", "P", "H", "C", "C", "H", "C", "C", "C", "C", "C", "C", "C", "C", "C", "H", "H", "H", "H", "H", "H", "H", "H", "H", "H", "H", "H", "H", "H", "H", "H", "H", "H", "H", "H", "H", "H", "H", "H", "H", "H", "H", "H", "H", "C", "C", "C", "C", "C", "C", "Se", "H", "H", "H", "H", "H", "H", "N", "C", "C", "C", "C", "C", "C", "C", "N", "C", "C", "N", "C", "H", "H", "H", "H", "H", "H", "H"], "xyz": [[1.23, -1.34, -1.95], [1.91, 0.53, -0.96], [-0.42, -0.70, -3.27], [2.63, -2.93, -1.26], [-1.21, -1.04, 1.73], [-0.49, -1.07, 2.56], [-0.30, 0.02, 3.30], [-0.95, 0.91, 3.22], [0.84, 1.74, -0.05], [2.84, 1.78, -1.97], [3.08, 0.48, 0.47], [-1.72, -1.97, -3.38], [-1.35, 0.82, -2.89], [0.22, -0.52, -4.96], [3.03, -2.96, 0.53], [4.19, -2.73, -2.17], [1.98, -4.58, -1.63], [0.17, -1.95, 2.58], [0.53, 0.11, 4.02], [0.50, 1.31, 0.90], [-0.04, 2.07, -0.63], [1.46, 2.64, 0.17], [2.15, 2.31, -2.65], [3.61, 1.26, -2.55], [3.31, 2.51, -1.27], [2.58, 0.04, 1.35], [3.35, 1.53, 0.72], [4.00, -0.08, 0.23], [-2.07, -2.05, -4.41], [-2.53, -1.70, -2.69], [-1.29, -2.93, -3.04], [-1.63, 1.34, -3.82], [-0.74, 1.50, -2.28], [-2.25, 0.55, -2.33], [-0.60, -0.35, -5.67], [0.75, -1.44, -5.23], [0.91, 0.33, -5.01], [3.52, -3.90, 0.81], [2.08, -2.87, 1.10], [3.69, -2.13, 0.80], [4.76, -3.68, -2.20], [4.80, -1.94, -1.70], [3.93, -2.44, -3.19], [2.65, -5.37, -1.23], [1.91, -4.70, -2.71], [0.98, -4.67, -1.17], [-1.46, -4.67, 0.99], [-1.31, -4.66, 2.40], [-1.59, -5.78, 3.17], [-2.06, -6.96, 2.54], [-2.26, -6.98, 1.15], [-1.98, -5.85, 0.38], [-0.87, -3.22, 0.01], [2.23, -0.48, -2.81], [-0.94, -3.74, 2.86], [-1.45, -5.75, 4.25], [-2.28, -7.85, 3.14], [-2.65, -7.89, 0.67], [-2.12, -5.85, -0.70], [-0.18, 10.22, 3.03], [-0.59, 9.16, 2.75], [-1.08, 7.85, 2.44], [-0.72, 6.78, 3.27], [-1.17, 5.49, 2.98], [-1.99, 5.28, 1.86], [-2.37, 6.35, 1.04], [-1.92, 7.63, 1.34], [-2.35, 3.96, 1.51], [-3.06, 3.57, 0.38], [-3.03, 2.19, 0.38], [-2.30, 1.74, 1.47], [-1.94, 2.81, 2.15], [-0.08, 6.96, 4.13], [-0.88, 4.67, 3.63], [-3.01, 6.18, 0.18], [-2.21, 8.47, 0.70], [-3.50, 4.26, -0.32], [-3.51, 1.52, -0.33], [-1.38, 2.84, 3.09]]}



Record 2
{"formula": "C60H66BrN6PSiTi", "method": "ωB97M-V with the def2-TZVPD basis set", "lumo_energy_ev": -12.6, "total_charge": 4, "max_force_ev_per_a": 1.3, "multiplicity": 1, "e_tot_ev": -182524.45102, "species": ["Ti", "C", "N", "C", "N", "C", "C", "C", "C", "C", "C", "C", "C", "C", "C", "C", "C", "C", "C", "P", "C", "N", "C", "C", "N", "C", "C", "C", "C", "C", "C", "C", "C", "C", "C", "C", "C", "C", "C", "N", "C", "C", "N", "C", "C", "C", "C", "C", "C", "C", "C", "C", "C", "C", "C", "C", "H", "H", "H", "H", "H", "H", "H", "H", "H", "H", "H", "H", "H", "H", "H", "H", "H", "H", "H", "H", "H", "H", "H", "H", "H", "H", "H", "H", "H", "H", "H", "H", "H", "H", "H", "H", "H", "H", "H", "C", "C", "C", "C", "Si", "Br", "C", "C", "C", "C", "C", "C", "C", "C", "H", "H", "H", "H", "H", "H", "H", "H", "H", "H", "H", "H", "H", "H", "H", "H", "H", "H", "H", "H", "H", "H", "H", "H", "H", "H", "H"], "xyz": [[-0.02, 1.16, 0.44], [-2.72, 1.76, -4.22], [-2.45, 1.35, -2.83], [-1.36, 1.64, -2.13], [-1.49, 1.13, -0.90], [-2.75, 0.54, -0.80], [-3.35, 0.65, -2.03], [-4.67, 0.22, -2.51], [-4.78, -0.71, -3.54], [-6.03, -1.10, -3.99], [-7.17, -0.57, -3.41], [-7.07, 0.35, -2.37], [-5.82, 0.75, -1.92], [-3.25, 0.09, 0.50], [-4.26, -0.85, 0.64], [-4.69, -1.21, 1.91], [-4.12, -0.64, 3.04], [-3.11, 0.30, 2.91], [-2.70, 0.67, 1.64], [0.02, 2.74, -2.59], [1.35, 1.60, -2.07], [1.54, 1.14, -0.81], [2.77, 0.47, -0.77], [3.27, 0.49, -2.04], [2.37, 1.21, -2.82], [2.54, 1.50, -4.26], [4.51, -0.06, -2.62], [4.61, -1.43, -2.87], [5.77, -1.95, -3.43], [6.84, -1.10, -3.72], [6.74, 0.26, -3.47], [5.58, 0.78, -2.92], [3.37, 0.04, 0.49], [4.58, -0.66, 0.55], [5.15, -0.97, 1.78], [4.53, -0.59, 2.97], [3.34, 0.11, 2.93], [2.79, 0.42, 1.70], [0.00, 3.69, -1.01], [-0.06, 3.15, 0.23], [-0.05, 4.19, 1.16], [0.02, 5.37, 0.46], [0.04, 5.01, -0.89], [0.17, 5.98, -2.00], [0.14, 6.77, 0.89], [-0.83, 7.71, 0.56], [-0.68, 9.03, 0.95], [0.44, 9.41, 1.68], [1.41, 8.48, 2.02], [1.27, 7.16, 1.63], [-0.16, 3.92, 2.59], [-0.06, 2.61, 3.06], [-0.15, 2.26, 4.39], [-0.35, 3.27, 5.32], [-0.47, 4.59, 4.89], [-0.38, 4.91, 3.54], [-2.22, 2.70, -4.42], [-3.79, 1.90, -4.34], [-2.38, 1.00, -4.92], [-3.88, -1.13, -4.00], [-6.11, -1.82, -4.80], [-8.15, -0.88, -3.76], [-7.96, 0.77, -1.93], [-5.74, 1.48, -1.12], [-4.70, -1.31, -0.23], [-5.50, -1.92, 2.02], [-4.47, -0.92, 4.03], [-2.68, 0.77, 3.79], [-2.00, 1.51, 1.56], [3.25, 0.79, -4.66], [2.93, 2.50, -4.40], [1.59, 1.39, -4.77], [3.77, -2.09, -2.64], [5.85, -3.01, -3.63], [7.74, -1.51, -4.15], [7.57, 0.91, -3.69], [5.51, 1.85, -2.71], [5.08, -0.96, -0.36], [6.09, -1.50, 1.80], [4.99, -0.83, 3.92], [2.86, 0.43, 3.84], [1.86, 0.99, 1.70], [0.82, 6.79, -1.68], [-0.80, 6.39, -2.25], [0.60, 5.49, -2.87], [-1.72, 7.42, 0.01], [-1.44, 9.76, 0.70], [0.55, 10.44, 1.99], [2.28, 8.78, 2.59], [2.02, 6.42, 1.88], [0.10, 1.77, 2.37], [-0.07, 1.23, 4.71], [-0.42, 3.03, 6.37], [-0.64, 5.38, 5.61], [-0.49, 5.94, 3.23], [-2.30, -3.67, -0.90], [-0.95, -4.41, -0.93], [-1.20, -5.91, -1.20], [-0.14, -3.82, -2.09], [-0.02, -4.40, 0.72], [0.00, -1.20, 0.89], [1.86, -4.57, 0.73], [2.58, -3.71, -0.33], [2.13, -6.07, 0.43], [2.47, -4.22, 2.09], [-0.96, -4.66, 2.34], [-0.37, -3.88, 3.53], [-0.83, -6.18, 2.61], [-2.45, -4.29, 2.24], [-2.71, -3.69, -1.91], [-2.19, -2.63, -0.60], [-3.03, -4.15, -0.26], [-1.73, -6.00, -2.16], [-1.83, -6.38, -0.44], [-0.28, -6.49, -1.29], [-0.79, -3.78, -2.97], [0.71, -4.43, -2.36], [0.21, -2.80, -1.89], [2.40, -4.05, -1.34], [3.65, -3.80, -0.15], [2.32, -2.65, -0.25], [1.76, -6.38, -0.55], [1.71, -6.73, 1.19], [3.21, -6.22, 0.43], [2.24, -3.20, 2.41], [3.56, -4.31, 2.00], [2.17, -4.91, 2.87], [0.60, -4.24, 3.84], [-1.05, -4.02, 4.38], [-0.30, -2.80, 3.34], [0.21, -6.49, 2.76], [-1.27, -6.79, 1.82], [-1.37, -6.40, 3.53], [-2.61, -3.26, 1.91], [-2.88, -4.39, 3.23], [-2.99, -4.97, 1.58]]}



Record 3
{"formula": "C4H4F2N2", "method": "ωB97M-V with the def2-TZVPD basis set", "lumo_energy_ev": 0.8, "total_charge": 0, "max_force_ev_per_a": 6.0, "multiplicity": 1, "de_lowest_kcal_mol": 29.7, "smiles": "FC(F)c1ncc[nH]1", "e_tot_ev": -12626.42584, "species": ["F", "C", "F", "C", "N", "C", "C", "N", "H", "H", "H", "H"], "xyz": [[2.47, 0.16, 0.91], [1.83, -0.33, -0.17], [2.41, 0.42, -1.25], [0.36, -0.18, -0.08], [-0.68, -1.00, -0.92], [-1.82, -0.44, -0.54], [-1.62, 0.58, 0.39], [-0.24, 0.74, 0.63], [2.22, -1.37, -0.51], [-2.82, -0.82, -0.80], [-2.40, 0.92, 1.06], [0.28, 1.31, 1.27]]}



Record 4
{"formula": "C17H12Cl2F6IMnNO6", "method": "ωB97M-V with the def2-TZVPD basis set", "lumo_energy_ev": [3.7, 3.7], "total_charge": -2, "max_force_ev_per_a": 1.4, "s2": 9.18, "multiplicity": 6, "e_tot_ev": -112373.13122, "species": ["Mn", "Cl", "C", "C", "C", "I", "C", "O", "C", "N", "C", "C", "C", "C", "H", "H", "H", "H", "C", "O", "C", "O", "H", "H", "H", "C", "C", "O", "C", "F", "F", "F", "C", "F", "F", "F", "H", "H", "H", "Cl", "C", "C", "O", "O", "H", "H"], "xyz": [[0.03, 0.26, -0.19], [4.42, -5.24, -0.29], [3.73, -3.64, -0.32], [4.56, -2.56, -0.51], [4.02, -1.28, -0.59], [5.28, 0.34, -1.02], [2.65, -1.01, -0.47], [2.13, 0.13, -0.65], [1.83, -2.15, -0.11], [0.54, -1.87, 0.21], [-0.28, -2.88, 0.42], [0.11, -4.22, 0.31], [1.43, -4.52, 0.06], [2.34, -3.47, -0.12], [5.63, -2.72, -0.61], [-1.30, -2.63, 0.67], [-0.62, -5.00, 0.46], [1.77, -5.55, 0.02], [-3.49, 1.72, 0.35], [-2.54, 1.61, -0.69], [-1.88, 0.40, -0.82], [-1.13, 0.23, -1.84], [-3.07, 1.37, 1.30], [-4.39, 1.14, 0.12], [-3.73, 2.78, 0.43], [0.38, 3.35, -1.09], [0.60, 3.19, 0.42], [0.22, 2.01, 0.93], [-0.21, 4.32, 1.15], [-1.53, 4.05, 1.12], [0.14, 4.45, 2.45], [-0.08, 5.55, 0.60], [2.12, 3.48, 0.71], [2.93, 2.93, -0.20], [2.42, 4.82, 0.69], [2.50, 3.04, 1.92], [-0.69, 3.26, -1.29], [0.89, 2.52, -1.58], [0.76, 4.30, -1.47], [-5.88, -1.64, 1.60], [-4.09, -2.37, 0.04], [-3.63, -1.27, -0.71], [-4.09, -0.78, -1.72], [-2.46, -0.67, -0.13], [-4.79, -3.04, -0.44], [-3.54, -2.74, 0.88]]}



Record 5
{"formula": "C2H4N4", "method": "ωB97M-V with the def2-TZVPD basis set", "lumo_energy_ev": 0.6, "total_charge": 0, "max_force_ev_per_a": 4.1, "multiplicity": 1, "de_lowest_kcal_mol": 86.5, "smiles": "Nc1cnn[nH]1", "e_tot_ev": -8095.56106, "species": ["N", "C", "C", "N", "N", "N", "H", "H", "H", "H"], "xyz": [[1.27, 0.30, 0.72], [0.04, 0.06, 0.07], [0.22, -0.57, -1.10], [-1.05, -0.80, -1.63], [-1.93, -0.33, -0.79], [-1.28, 0.20, 0.27], [1.47, -0.25, 1.54], [1.63, 1.23, 0.71], [1.43, -0.50, -0.81], [-1.80, 0.64, 1.02]]}



Record 6
{"formula": "C18H18Br2N4ORh", "method": "ωB97M-V with the def2-TZVPD basis set", "lumo_energy_ev": -10.7, "total_charge": 3, "max_force_ev_per_a": 0.6, "multiplicity": 1, "de_lowest_kcal_mol": 24.3, "e_tot_ev": -170033.95974, "species": ["Rh", "C", "C", "C", "C", "N", "C", "C", "C", "C", "C", "C", "N", "C", "C", "C", "C", "C", "N", "H", "H", "H", "H", "H", "H", "H", "H", "H", "H", "H", "Br", "C", "Br", "H", "H", "C", "C", "N", "O", "H", "H", "H", "H", "H"], "xyz": [[-0.68, 0.06, -0.14], [-2.43, -3.33, -2.23], [-1.74, -4.37, -1.62], [-0.69, -4.08, -0.75], [-0.38, -2.76, -0.51], [-1.08, -1.74, -1.09], [-2.07, -2.02, -1.93], [0.83, -2.30, 0.24], [1.90, -3.02, 0.74], [3.06, -2.32, 1.08], [3.19, -0.96, 0.79], [2.09, -0.30, 0.29], [0.93, -0.97, 0.20], [1.97, 0.98, -0.45], [3.01, 1.84, -0.74], [2.79, 2.88, -1.64], [1.55, 3.01, -2.25], [0.55, 2.12, -1.91], [0.75, 1.14, -1.03], [-3.23, -3.52, -2.93], [-2.00, -5.40, -1.83], [-0.12, -4.87, -0.29], [-2.58, -1.19, -2.38], [1.87, -4.10, 0.82], [3.91, -2.86, 1.48], [4.14, -0.46, 0.90], [3.98, 1.70, -0.28], [3.60, 3.56, -1.89], [1.36, 3.78, -2.98], [-0.44, 2.19, -2.36], [-2.95, 1.18, -0.79], [-3.85, 0.31, 0.76], [-2.54, -0.85, 1.60], [-4.67, -0.27, 0.36], [-4.20, 1.09, 1.43], [-0.19, 2.70, 3.35], [-0.62, 2.46, 1.94], [-1.33, 3.40, 1.34], [-0.29, 1.38, 1.39], [0.45, 3.58, 3.40], [0.35, 1.84, 3.73], [-1.06, 2.90, 3.98], [-1.54, 4.27, 1.82], [-1.61, 3.32, 0.37]]}



What is the formula in the fourth record?
C17H12Cl2F6IMnNO6



Number 5 is which compound?
C2H4N4